DFT (the ωB97M-V functional and the def2-TZVPD basis) results for a cluster of 10 separate species, C42H61N10O2 in total in a non-equilibrium geometry.

Each line ends with the Mulliken charge.
CARTESIAN COORDINATES (ANGSTROEM)
C (2.33, -2.85, -3.06)  -1.19
O (1.20, -2.10, -2.86)  -0.30
C (1.28, -1.08, -1.98)  -2.05
C (-0.15, -0.54, -1.59)  1.32
N (-0.18, 0.76, -0.87)  1.59
H (0.35, 1.60, -1.15)  -0.83
H (-1.15, 1.15, -0.73)  0.11
C (0.50, 0.87, 0.47)  -0.07
C (-0.38, 0.29, 1.57)  -0.12
O (0.42, 0.47, 2.85)  -0.12
C (-0.03, -0.23, 3.99)  -0.46
H (2.04, -3.58, -3.76)  0.41
H (2.57, -3.45, -2.24)  0.39
H (3.17, -2.50, -3.42)  0.50
H (1.92, -0.34, -2.40)  0.35
H (1.83, -1.39, -1.27)  1.33
H (-0.90, -1.22, -0.99)  -0.08
H (-0.68, -0.23, -2.66)  -0.48
H (0.61, 1.90, 0.58)  0.09
H (1.57, 0.66, 0.50)  -0.64
H (-0.74, -0.77, 1.56)  -0.01
H (-1.29, 0.80, 1.64)  0.55
H (0.72, -0.03, 4.78)  0.27
H (0.15, -1.39, 3.93)  -0.04
H (-1.12, -0.11, 4.23)  0.25
N (5.13, -1.75, -0.26)  0.04
C (4.58, -1.17, 0.87)  -1.21
C (4.12, -0.01, 0.32)  -0.34
C (4.50, 0.11, -1.18)  -0.18
C (5.13, -1.03, -1.48)  -1.08
H (5.39, -2.72, -0.13)  0.26
H (4.71, -1.72, 1.83)  0.40
H (3.66, 0.69, 0.90)  1.09
H (4.22, 1.02, -1.80)  0.32
H (5.48, -1.35, -2.38)  0.59
N (-4.23, -4.39, 2.10)  0.10
C (-2.88, -4.55, 1.93)  -0.92
C (-2.10, -3.45, 2.15)  0.80
C (-3.12, -2.50, 2.59)  -0.62
C (-4.36, -3.06, 2.49)  -0.73
H (-5.11, -4.94, 2.02)  0.25
H (-2.57, -5.71, 1.63)  0.19
H (-1.03, -3.27, 2.31)  -0.04
H (-2.92, -1.51, 2.88)  0.73
H (-5.43, -2.59, 2.89)  0.25
N (0.61, 1.34, -6.07)  -0.09
C (-0.05, 0.32, -5.46)  -1.08
C (-1.37, 0.59, -5.59)  0.30
C (-1.50, 1.85, -6.27)  -1.52
C (-0.22, 2.22, -6.65)  -0.22
H (1.65, 1.36, -6.02)  0.28
H (0.42, -0.63, -5.01)  0.13
H (-2.05, -0.03, -5.31)  1.03
H (-2.26, 2.40, -6.39)  0.66
H (0.34, 2.97, -7.28)  0.38
N (2.92, 4.95, 1.33)  0.08
C (1.63, 5.57, 1.54)  -1.35
C (1.05, 4.62, 2.36)  -0.11
C (1.83, 3.41, 2.38)  1.06
C (3.07, 3.69, 1.90)  -0.86
H (3.50, 5.43, 0.82)  0.05
H (1.42, 6.52, 1.36)  0.67
H (0.10, 4.84, 2.85)  0.45
H (1.62, 2.26, 2.76)  -0.12
H (4.12, 3.14, 1.82)  0.28
N (-3.38, 0.14, -1.37)  0.03
C (-3.66, 0.47, 0.04)  -0.34
C (-3.30, 1.81, 0.04)  -1.02
C (-3.00, 2.24, -1.26)  -1.02
C (-3.11, 1.17, -2.15)  0.26
H (-3.55, -0.88, -1.74)  0.24
H (-3.98, -0.32, 0.71)  0.34
H (-3.39, 2.40, 0.83)  0.77
H (-2.73, 3.27, -1.35)  0.57
H (-2.84, 1.23, -3.31)  0.10
N (-4.20, -2.62, -2.48)  -0.06
C (-3.24, -3.11, -1.78)  0.01
C (-2.11, -3.14, -2.43)  -0.32
C (-2.37, -2.22, -3.64)  0.61
C (-3.76, -1.85, -3.56)  -1.23
H (-4.96, -2.50, -1.92)  0.22
H (-3.61, -3.65, -0.78)  0.05
H (-1.09, -3.78, -2.27)  0.23
H (-1.50, -1.91, -4.57)  0.24
H (-4.36, -1.19, -4.04)  0.49
N (-0.69, 1.87, 7.09)  0.03
C (-1.82, 2.62, 6.85)  -0.73
C (-1.43, 3.55, 5.86)  -0.50
C (0.06, 3.24, 5.46)  -0.23
C (0.34, 2.25, 6.32)  -1.44
H (-0.80, 1.20, 7.83)  0.23
H (-2.65, 2.53, 7.30)  0.63
H (-1.92, 4.14, 5.05)  0.27
H (0.58, 3.84, 4.88)  1.08
H (1.24, 1.80, 6.45)  0.64
N (1.43, -5.00, 3.03)  0.08
C (1.96, -3.72, 3.38)  -1.40
C (1.89, -3.10, 2.15)  -1.49
C (1.51, -4.04, 1.02)  -0.10
C (1.17, -5.28, 1.68)  -0.74
H (1.30, -5.71, 3.60)  0.04
H (2.26, -3.47, 4.45)  0.34
H (2.14, -2.28, 2.13)  2.53
H (1.09, -4.09, -0.03)  0.26
H (0.74, -6.23, 1.39)  0.42
N (0.80, 2.53, -3.30)  0.51
C (0.10, 3.39, -2.61)  -0.12
C (0.77, 3.80, -1.52)  -1.44
C (2.23, 3.16, -1.75)  -0.20
C (2.10, 2.57, -2.96)  -1.27
H (0.33, 2.14, -4.17)  0.10
H (-0.93, 3.57, -2.98)  0.63
H (0.45, 4.20, -0.66)  0.54
H (3.14, 3.21, -1.16)  0.54
H (2.75, 2.17, -3.55)  0.90

net charge = +1
ΔE to the lowest compared entry with this formula, charge and spin = 529.5 kJ/mol


DFT (the ωB97M-V functional and the def2-TZVPD basis) results for a structure of composition CH4NP in a non-equilibrium geometry.

Each line ends with the Löwdin spin population.
CARTESIAN COORDINATES (ANGSTROEM)
C (0.21, 0.71, 0.01)  0.60
N (-0.37, 0.92, -0.99)  0.44
P (-1.22, 0.49, -2.24)  0.75
H (0.51, 1.56, 0.62)  0.10
H (-0.65, -0.90, 1.48)  0.03
H (-0.67, -1.09, 2.29)  0.02
H (-2.18, 0.03, -1.32)  0.06

ΔE to the lowest compared entry with this formula, charge and spin = 182.2 kJ/mol
multiplicity = 3


DFT (the ωB97M-V functional and the def2-TZVPD basis) results for a structure of composition C12H10BF2IrN3O.

Each line ends with the natural charge from an NBO analysis.
CARTESIAN COORDINATES (ANGSTROEM)
Ir (0.00, -0.32, -0.31)  0.65
O (-1.32, 3.37, 0.38)  -0.54
C (-1.19, 2.19, 0.18)  0.63
N (0.01, 1.54, 0.03)  -0.54
C (1.27, 2.20, 0.30)  -0.28
C (2.38, 1.23, 0.02)  0.24
C (3.72, 1.59, 0.10)  -0.22
C (4.70, 0.66, -0.19)  -0.11
C (4.32, -0.63, -0.56)  -0.23
C (2.98, -0.93, -0.61)  0.06
N (2.03, -0.03, -0.32)  -0.47
C (-2.35, 1.25, -0.03)  0.11
C (-3.65, 1.69, 0.04)  -0.18
C (-4.68, 0.78, -0.18)  -0.12
C (-4.36, -0.54, -0.46)  -0.22
C (-3.03, -0.91, -0.51)  0.06
N (-2.04, -0.03, -0.29)  -0.45
H (1.33, 2.54, 1.34)  0.24
H (1.37, 3.08, -0.34)  0.25
H (3.97, 2.60, 0.38)  0.25
H (5.74, 0.93, -0.13)  0.25
H (5.05, -1.39, -0.79)  0.25
H (2.63, -1.92, -0.89)  0.22
H (-3.84, 2.74, 0.25)  0.27
H (-5.71, 1.09, -0.13)  0.25
H (-5.12, -1.28, -0.64)  0.25
H (-2.73, -1.93, -0.73)  0.22
F (0.02, -1.67, 2.46)  -0.47
B (0.00, -1.67, 1.15)  1.11
F (0.04, -2.84, 0.47)  -0.50

DFT total energy = -1031.642334 hartree
net charge = +1


DFT (the ωB97M-V functional and the def2-TZVPD basis) results for a structure of composition C24H63B2BeF8N3O12 in a non-equilibrium geometry.

Each line ends with the Mulliken charge.
CARTESIAN COORDINATES (ANGSTROEM)
Be (-3.25, 28.82, -28.23)  0.48
B (-1.98, 29.76, -25.81)  -0.74
F (-2.63, 30.90, -25.72)  -0.05
F (-1.30, 29.77, -27.02)  0.04
F (-1.09, 29.57, -24.84)  0.04
F (-2.97, 28.80, -25.72)  -0.23
B (-4.44, 25.75, -32.59)  0.33
F (-3.33, 25.54, -31.82)  -0.32
F (-4.68, 24.75, -33.48)  -0.35
F (-5.53, 25.83, -31.74)  -0.37
F (-4.34, 26.87, -33.32)  -0.38
C (1.62, 28.58, -22.86)  -0.69
O (2.06, 28.08, -24.17)  -0.39
C (2.94, 28.88, -24.91)  -0.73
C (2.57, 30.36, -25.09)  -0.86
N (1.44, 30.54, -26.02)  0.43
C (1.14, 31.98, -26.21)  -0.54
C (1.87, 32.60, -27.44)  -0.18
O (1.76, 34.01, -27.48)  -0.45
C (2.66, 34.62, -28.42)  -0.81
H (2.41, 29.00, -22.24)  0.37
H (1.03, 27.89, -22.27)  0.31
H (0.95, 29.43, -23.01)  0.16
H (3.31, 28.39, -25.81)  0.29
H (3.90, 28.83, -24.39)  0.45
H (3.49, 30.84, -25.43)  0.41
H (2.21, 30.72, -24.13)  0.57
H (0.56, 30.10, -25.81)  -0.27
H (1.50, 32.63, -25.41)  0.44
H (0.07, 32.15, -26.30)  -0.13
H (1.50, 32.14, -28.35)  0.14
H (2.94, 32.40, -27.43)  0.53
H (2.44, 34.37, -29.46)  0.31
H (3.72, 34.41, -28.33)  0.30
H (2.47, 35.69, -28.36)  0.31
C (-3.92, 34.20, -26.30)  -1.03
O (-4.90, 33.18, -26.24)  -0.13
C (-6.19, 33.64, -25.96)  -0.97
C (-7.17, 32.43, -26.02)  -0.16
N (-7.05, 31.67, -24.76)  -0.38
C (-5.86, 30.89, -24.52)  0.78
C (-6.10, 30.16, -23.20)  -0.70
O (-6.12, 31.10, -22.14)  -0.37
C (-7.44, 31.39, -21.53)  -0.75
H (-3.83, 34.56, -27.33)  0.35
H (-2.91, 33.85, -26.10)  0.17
H (-4.11, 35.10, -25.71)  0.39
H (-6.50, 34.33, -26.75)  0.50
H (-6.36, 34.27, -25.08)  0.53
H (-6.94, 31.73, -26.82)  -0.12
H (-8.21, 32.76, -26.05)  0.38
H (-6.94, 32.43, -24.10)  0.16
H (-4.97, 31.47, -24.29)  0.09
H (-5.66, 30.26, -25.39)  -0.61
H (-5.25, 29.53, -22.93)  0.31
H (-6.93, 29.46, -23.13)  0.49
H (-8.26, 31.71, -22.18)  0.30
H (-7.41, 32.04, -20.66)  0.27
H (-7.78, 30.41, -21.22)  0.32
C (-1.64, 32.35, -29.30)  -1.04
O (-1.81, 30.90, -29.56)  0.42
C (-1.16, 30.47, -30.69)  -0.96
C (-1.34, 28.97, -30.94)  -0.74
N (-1.13, 28.25, -29.69)  1.31
C (-0.93, 26.78, -29.72)  -0.79
C (-0.87, 26.26, -28.29)  -0.57
O (-2.05, 26.64, -27.56)  0.31
C (-2.14, 26.08, -26.26)  -0.95
H (-2.28, 32.81, -30.04)  0.41
H (-0.62, 32.71, -29.41)  0.38
H (-2.14, 32.60, -28.36)  -0.02
H (-0.12, 30.77, -30.68)  0.36
H (-1.61, 31.00, -31.54)  0.49
H (-0.62, 28.63, -31.69)  0.46
H (-2.37, 28.84, -31.30)  0.18
H (-0.26, 28.59, -29.30)  -0.32
H (0.05, 26.53, -30.13)  0.50
H (-1.81, 26.47, -30.28)  0.05
H (0.02, 26.65, -27.79)  0.20
H (-0.74, 25.18, -28.32)  0.61
H (-1.92, 25.02, -26.32)  0.40
H (-3.15, 26.31, -25.90)  0.17
H (-1.46, 26.51, -25.52)  0.15
C (-5.81, 30.63, -29.68)  -1.15
C (-5.06, 31.63, -28.80)  0.08
O (-4.48, 31.01, -27.66)  1.45
O (-4.94, 29.71, -30.26)  -0.28
H (-6.43, 31.24, -30.33)  0.53
H (-6.55, 30.06, -29.12)  0.24
H (-5.75, 32.45, -28.59)  0.39
H (-4.23, 32.04, -29.37)  -0.11
H (-4.05, 31.72, -27.17)  -0.58
H (-5.14, 29.58, -31.19)  0.21
C (-5.03, 26.07, -28.84)  -0.46
C (-5.97, 26.87, -28.01)  -0.65
O (-5.27, 27.72, -27.07)  -0.24
O (-4.06, 26.80, -29.52)  0.36
H (-5.59, 25.50, -29.58)  0.54
H (-4.55, 25.31, -28.21)  0.18
H (-6.70, 26.15, -27.65)  0.51
H (-6.41, 27.64, -28.65)  0.11
H (-5.88, 27.82, -26.33)  0.17
H (-3.91, 26.35, -30.36)  -0.17
C (2.27, 28.50, -28.57)  -0.78
C (3.43, 29.51, -28.96)  -0.18
O (4.70, 28.84, -28.82)  -0.57
O (1.07, 29.22, -28.50)  -0.09
H (2.52, 27.99, -27.64)  0.37
H (2.28, 27.70, -29.31)  0.43
H (3.24, 30.24, -28.18)  0.00
H (3.37, 29.90, -29.97)  0.38
H (5.36, 29.54, -28.85)  0.33
H (1.04, 29.56, -27.60)  -0.29

ΔE to the lowest compared entry with this formula, charge and spin = 86.6 kJ/mol


DFT (the ωB97M-V functional and the def2-TZVPD basis) results for the ion C9H17N2O2 with charge +1 in a non-equilibrium geometry.

Each line ends with the natural charge from an NBO analysis.
CARTESIAN COORDINATES (ANGSTROEM)
C (-0.97, -1.79, 1.05)  -0.20
C (0.17, -2.25, 0.53)  -0.23
C (-1.37, -0.41, 0.77)  -0.31
C (1.16, -1.41, -0.07)  -0.36
C (-0.08, 0.46, 0.87)  0.03
C (1.01, -0.06, 0.02)  0.32
C (0.39, 2.78, 1.41)  -0.24
C (3.29, 0.38, -0.58)  -0.24
C (-2.09, -0.32, -0.65)  0.13
N (-2.12, -1.50, -1.42)  -0.87
N (-1.37, 0.72, -1.55)  -0.74
O (-0.45, 1.81, 0.78)  -0.57
O (1.88, 0.82, -0.63)  -0.53
H (-1.84, -2.54, 1.35)  0.24
H (0.35, -3.33, 0.69)  0.25
H (-2.16, 0.11, 1.49)  0.27
H (1.98, -1.87, -0.57)  0.24
H (0.30, 0.20, 1.94)  0.23
H (0.63, 2.21, 2.31)  0.18
H (-0.18, 3.65, 1.60)  0.21
H (1.30, 2.96, 0.71)  0.20
H (3.68, 0.83, 0.26)  0.19
H (3.91, 0.58, -1.46)  0.21
H (3.40, -0.62, -0.45)  0.18
H (-3.17, 0.03, -0.57)  0.23
H (-1.21, -1.99, -1.19)  0.39
H (-2.90, -2.21, -1.29)  0.42
H (-1.93, 0.91, -2.37)  0.44
H (-0.50, 0.32, -2.06)  0.45
H (-1.13, 1.52, -0.91)  0.47

net charge = +1
ΔE to the lowest compared entry with this formula, charge and spin = 314.0 kJ/mol


DFT (the ωB97M-V functional and the def2-TZVPD basis) results for the ion CH6NO3P2 with charge -1 in a non-equilibrium geometry.

Each line ends with the natural charge from an NBO analysis.
CARTESIAN COORDINATES (ANGSTROEM)
C (-1.31, -0.93, 0.34)  -1.03
N (-1.11, 1.17, -1.67)  -1.35
O (0.87, 0.76, 0.20)  -1.04
O (-1.34, 1.71, 0.91)  -1.16
O (3.12, -0.52, -1.09)  -1.11
P (2.74, 0.05, 0.24)  1.13
P (-0.93, 0.79, -0.15)  2.21
H (-2.46, -1.25, 0.36)  0.23
H (-0.77, -1.64, -0.28)  0.23
H (-0.89, -0.86, 1.31)  0.23
H (-0.81, 0.32, -2.25)  0.35
H (0.74, 1.36, 0.94)  0.52
H (2.14, -0.95, 1.13)  -0.21

net charge = -1
ΔE to the lowest compared entry with this formula, charge and spin = 212.3 kJ/mol